Entry 1:
Formula: C19H37ClSi4TeTm
Source: the Open Molecules 2025 dataset
Level of theory: ωB97M-V/def2-TZVPD

Each line ends with the natural charge from an NBO analysis.
Geometry (Å):
C1 -2.848 -1.160 -3.544  -0.51
C2 -1.944 -1.342 -4.666  -0.36
C3 -1.492 -0.060 -5.098  -0.26
H1 -1.656 -2.259 -5.155  0.25
C4 -2.082 0.923 -4.270  -0.31
C5 -2.921 0.269 -3.302  -0.45
H2 -3.308 0.765 -2.415  0.25
H3 -3.134 -1.976 -2.876  0.24
H4 -0.903 0.127 -6.003  0.26
H5 -1.890 1.974 -4.413  0.24
Tm1 -0.923 -0.685 -2.391  1.78
Cl1 0.044 -2.980 -1.929  -0.64
C6 2.950 -0.038 -3.310  -0.38
C7 2.491 1.195 -3.851  -0.36
C8 1.911 0.920 -5.137  -0.38
H6 2.456 2.151 -3.352  0.19
C9 2.040 -0.493 -5.378  -0.38
C10 2.694 -1.072 -4.250  -0.36
H7 2.859 -2.145 -4.099  0.19
H8 3.327 -0.183 -2.288  0.19
H9 1.330 1.616 -5.750  0.18
H10 1.570 -1.033 -6.214  0.18
C11 -3.419 0.067 1.112  -1.10
Si1 -1.935 -0.939 1.698  1.27
C12 -2.040 -1.262 3.557  -1.10
C13 -1.912 -2.572 0.787  -1.10
Si2 0.000 0.272 1.380  -0.24
Te1 -0.250 1.726 -0.659  -0.59
Si3 -0.039 2.193 2.699  1.33
C14 0.017 1.747 4.518  -1.12
C15 1.440 3.297 2.300  -1.12
C16 -1.626 3.169 2.372  -1.12
Si4 1.963 -0.899 1.764  1.29
C17 1.933 -1.341 3.604  -1.10
C18 2.103 -2.476 0.769  -1.11
C19 3.434 0.218 1.375  -1.10
H11 -4.300 -0.577 1.268  0.22
H12 -3.359 0.318 0.043  0.24
H13 -3.559 0.999 1.678  0.24
H14 -2.936 -1.892 3.692  0.22
H15 -1.166 -1.811 3.942  0.24
H16 -2.167 -0.340 4.144  0.23
H17 -1.935 -2.465 -0.307  0.22
H18 -1.037 -3.189 1.014  0.25
H19 -2.820 -3.110 1.098  0.23
H20 0.956 1.261 4.804  0.23
H21 -0.054 2.703 5.056  0.22
H22 -0.816 1.111 4.835  0.23
H23 1.491 3.550 1.231  0.26
H24 1.303 4.231 2.872  0.22
H25 2.401 2.850 2.592  0.23
H26 -1.750 3.415 1.305  0.26
H27 -2.531 2.640 2.710  0.22
H28 -1.540 4.112 2.940  0.22
H29 1.058 -1.953 3.873  0.23
H30 2.843 -1.942 3.769  0.23
H31 1.967 -0.462 4.263  0.23
H32 2.241 -2.288 -0.302  0.27
H33 2.989 -3.002 1.154  0.22
H34 1.235 -3.136 0.860  0.24
H35 3.393 0.600 0.343  0.26
H36 3.519 1.075 2.060  0.23
H37 4.333 -0.413 1.479  0.23

As for the frontier orbital gap (alpha / beta): 5.41 / 5.42 eV. For the LUMO energy (alpha / beta), the calculation gives 0.0831 / 0.0834 hartree. As for the multiplicity: 3. For the highest occupied orbital energy (alpha / beta), the calculation gives -0.11587 / -0.11590 Ha. Its total charge is -1.

Entry 2:
Formula: CH2FNO2
Source: the Open Molecules 2025 dataset
Level of theory: ωB97M-V/def2-TZVPD

Each line ends with the natural charge from an NBO analysis.
Geometry (Å):
O1 2.405 1.141 0.043  -0.20
N1 1.628 0.263 -0.009  0.45
O2 1.925 -1.224 -0.075  -0.51
C1 0.172 0.384 0.108  0.12
F1 -0.126 1.696 -0.090  -0.33
H1 -0.151 -0.404 -0.783  0.24
H2 -0.212 0.066 1.089  0.22

As for the SMILES: O=[N+]([O-])CF. As for the frontier orbital gap (alpha / beta): 9.73 / 9.74 eV. As for the relative energy (zero: lowest compared OMol25 entry of this formula, charge and spin): 77.85 kcal per mole. For the LUMO energy (alpha / beta), the calculation gives -0.0445 / -0.0444 hartree. As for the multiplicity: 1. For the highest occupied orbital energy (alpha / beta), the calculation gives -0.40221 / -0.40228 Ha.

Entry 3:
Formula: C58H90O27
Source: the Open Molecules 2025 dataset
Level of theory: ωB97M-V/def2-TZVPD

Each line ends with the Löwdin charge.
Geometry (Å):
O1 10.053 -20.053 5.161  0.11
C1 10.765 -20.986 5.509  -0.31
C2 11.476 -20.970 6.788  0.06
C3 12.425 -21.865 7.159  -0.18
O2 12.904 -21.855 8.437  0.09
C4 12.991 -22.938 6.203  -0.32
O3 13.890 -23.670 6.547  0.12
C5 12.235 -22.994 4.951  0.07
C6 11.276 -22.095 4.609  -0.20
O4 10.670 -22.049 3.399  0.09
H1 11.138 -20.198 7.463  0.13
H2 13.560 -22.542 8.584  0.11
H3 12.394 -23.803 4.254  0.13
H4 10.178 -21.232 3.287  0.10
O5 5.020 -20.853 2.742  0.09
C7 5.674 -21.761 2.177  -0.31
C8 6.375 -21.590 0.900  0.09
C9 6.982 -22.676 0.268  -0.21
O6 7.616 -22.392 -0.879  0.11
C10 6.987 -24.074 0.759  -0.30
O7 7.539 -25.010 0.148  0.10
C11 6.487 -24.122 2.127  0.07
C12 5.874 -23.092 2.735  -0.19
O8 5.481 -23.246 4.073  0.08
H5 6.488 -20.612 0.455  0.13
H6 8.099 -23.210 -1.015  0.11
H7 6.588 -25.083 2.610  0.14
H8 5.050 -22.437 4.358  0.10
O9 6.618 -18.573 -8.210  0.13
C13 5.830 -18.001 -7.495  -0.33
C14 5.501 -18.385 -6.140  0.07
C15 4.793 -17.673 -5.244  -0.20
O10 4.417 -18.193 -4.028  0.09
C16 4.225 -16.341 -5.560  -0.33
O11 3.613 -15.660 -4.746  0.12
C17 4.463 -15.977 -6.941  0.07
C18 5.161 -16.688 -7.874  -0.16
O12 5.401 -16.273 -9.174  0.09
H9 5.865 -19.365 -5.868  0.14
H10 4.080 -17.463 -3.503  0.10
H11 4.037 -15.025 -7.220  0.13
H12 5.847 -17.013 -9.593  0.10
O13 11.606 -26.684 -14.167  0.10
C19 12.820 -26.645 -13.962  -0.27
C20 13.409 -26.068 -12.704  0.07
C21 14.710 -26.075 -12.362  -0.19
O14 15.117 -25.715 -11.077  0.07
C22 15.732 -26.729 -13.233  -0.32
O15 16.865 -26.978 -12.899  0.12
C23 15.222 -27.044 -14.630  0.08
C24 13.911 -27.045 -14.964  -0.26
O16 13.514 -27.192 -16.207  0.11
H13 12.699 -25.657 -12.002  0.13
H14 16.014 -25.970 -10.848  0.11
H15 15.994 -27.289 -15.345  0.13
H16 12.592 -26.945 -16.308  0.12
O17 13.374 -20.597 -15.257  0.13
C25 12.430 -20.074 -14.726  -0.31
C26 11.948 -20.151 -13.332  0.07
C27 10.891 -19.501 -12.841  -0.23
O18 10.584 -19.667 -11.528  0.10
C28 10.020 -18.596 -13.643  -0.27
O19 9.036 -17.966 -13.160  0.08
C29 10.522 -18.447 -15.020  0.06
C30 11.549 -19.138 -15.551  -0.20
O20 11.918 -18.992 -16.852  0.10
H17 12.505 -20.800 -12.672  0.13
H18 9.754 -19.256 -11.275  0.11
H19 9.955 -17.745 -15.614  0.13
H20 12.702 -19.509 -17.049  0.11
C31 12.893 -23.092 -2.401  -0.06
C32 12.995 -22.620 -3.913  -0.26
O21 11.680 -22.430 -4.388  -0.17
C33 11.492 -22.001 -5.735  -0.27
C34 11.824 -23.024 -6.831  -0.08
H21 12.439 -22.285 -1.826  0.07
H22 12.206 -23.931 -2.288  0.06
H23 13.837 -23.418 -1.963  0.06
H24 13.484 -21.650 -3.819  0.10
H25 13.616 -23.234 -4.564  0.11
H26 10.475 -21.613 -5.787  0.12
H27 12.144 -21.169 -5.999  0.10
H28 11.239 -23.925 -6.646  0.07
H29 12.887 -23.256 -6.891  0.07
H30 11.434 -22.638 -7.773  0.07
C35 3.756 -28.582 -6.948  -0.09
C36 5.162 -28.877 -6.449  -0.25
O22 5.671 -27.602 -5.937  -0.19
C37 6.943 -27.656 -5.234  -0.27
C38 7.355 -26.202 -5.154  -0.09
H31 3.719 -27.967 -7.848  0.08
H32 3.190 -29.512 -7.005  0.07
H33 3.203 -28.034 -6.185  0.07
H34 5.093 -29.544 -5.590  0.11
H35 5.742 -29.258 -7.289  0.11
H36 6.799 -28.071 -4.237  0.11
H37 7.742 -28.192 -5.747  0.11
H38 7.362 -25.887 -6.198  0.08
H39 8.363 -26.072 -4.760  0.07
H40 6.673 -25.591 -4.562  0.07
C39 9.880 -17.164 -1.919  -0.08
C40 8.668 -16.276 -1.655  -0.26
O23 9.082 -14.973 -2.115  -0.19
C41 8.066 -13.965 -2.216  -0.28
C42 8.786 -12.686 -2.614  -0.08
H41 10.877 -16.835 -1.627  0.07
H42 9.682 -18.154 -1.510  0.07
H43 9.991 -17.160 -3.004  0.07
H44 7.899 -16.678 -2.315  0.11
H45 8.387 -16.192 -0.605  0.12
H46 7.329 -14.259 -2.965  0.11
H47 7.580 -13.805 -1.253  0.11
H48 9.425 -12.367 -1.791  0.08
H49 7.952 -11.994 -2.734  0.07
H50 9.189 -12.794 -3.621  0.08
C43 17.434 -20.708 -10.519  -0.09
C44 17.139 -20.014 -9.186  -0.27
O24 17.521 -20.978 -8.176  -0.18
C45 17.039 -20.590 -6.902  -0.27
C46 17.909 -21.390 -5.860  -0.05
H51 16.989 -20.107 -11.311  0.07
H52 18.490 -20.894 -10.712  0.07
H53 16.924 -21.654 -10.703  0.07
H54 17.665 -19.064 -9.091  0.12
H55 16.086 -19.748 -9.269  0.11
H56 17.139 -19.509 -6.802  0.10
H57 15.959 -20.726 -6.972  0.11
H58 18.986 -21.243 -5.942  0.07
H59 17.608 -22.437 -5.835  0.06
H60 17.601 -21.011 -4.886  0.06
C47 16.459 -16.800 -1.325  -0.08
C48 16.589 -15.459 -1.999  -0.29
O25 17.950 -15.012 -1.792  -0.17
C49 18.236 -13.720 -2.371  -0.26
C50 19.717 -13.346 -2.090  -0.08
H61 16.342 -16.686 -0.247  0.08
H62 15.495 -17.238 -1.583  0.07
H63 17.265 -17.456 -1.655  0.08
H64 16.356 -15.474 -3.063  0.11
H65 15.810 -14.767 -1.679  0.11
H66 18.226 -13.854 -3.452  0.11
H67 17.591 -12.918 -2.013  0.11
H68 19.953 -13.285 -1.027  0.07
H69 19.986 -12.359 -2.466  0.07
H70 20.300 -14.177 -2.487  0.07
C51 16.917 -27.907 -4.402  -0.08
C52 16.530 -27.622 -5.915  -0.26
O26 16.766 -28.714 -6.749  -0.14
C53 18.063 -29.280 -6.643  -0.32
C54 18.502 -30.131 -7.809  -0.08
H71 16.585 -27.151 -3.690  0.06
H72 16.441 -28.812 -4.026  0.07
H73 17.984 -28.069 -4.254  0.06
H74 15.474 -27.354 -5.957  0.11
H75 17.103 -26.760 -6.259  0.11
H76 18.890 -28.608 -6.415  0.12
H77 18.067 -30.023 -5.846  0.11
H78 18.022 -31.110 -7.838  0.08
H79 19.589 -30.187 -7.757  0.08
H80 18.319 -29.499 -8.678  0.08
C55 18.161 -21.829 1.817  -0.07
C56 17.177 -22.842 2.435  -0.26
O27 17.384 -24.096 1.772  -0.18
C57 17.059 -25.225 2.535  -0.29
C58 17.072 -26.488 1.650  -0.07
H81 18.103 -21.777 0.730  0.07
H82 18.011 -20.814 2.185  0.07
H83 19.208 -22.053 2.021  0.07
H84 17.277 -22.880 3.520  0.11
H85 16.133 -22.589 2.254  0.11
H86 17.881 -25.371 3.235  0.11
H87 16.119 -25.066 3.065  0.11
H88 16.155 -26.607 1.073  0.07
H89 17.226 -27.395 2.234  0.07
H90 17.872 -26.489 0.910  0.07

As for the SMILES: O=C1C=C(O)C(=O)C=C1O.O=C1C=C(O)C(=O)C=C1O.O=C1C=C(O)C(=O)C=C1O.O=C1C=C(O)C(=O)C=C1O.O=C1C=C(O)C(=O)C=C1O.CCOCC.CCOCC.CCOCC.CCOCC.CCOCC.CCOCC.CCOCC. As for the frontier orbital gap: 7.42 eV. For the LUMO energy, the calculation gives -0.0795 hartree. As for the multiplicity: 1. For the highest occupied orbital energy, the calculation gives -0.35208 Ha.

Entry 4:
Formula: C38H51N5O17PS
Source: the Open Molecules 2025 dataset
Level of theory: ωB97M-V/def2-TZVPD

Each line ends with the Löwdin charge.
Geometry (Å):
C1 7.787 -1.048 4.517  -0.09
C2 6.856 -0.181 3.580  -0.24
C3 6.254 -1.059 2.420  -0.17
N1 5.139 -0.381 1.739  0.15
C4 3.880 -0.705 1.841  -0.32
N2 3.009 0.064 1.010  -0.17
C5 2.088 1.011 1.630  -0.17
C6 2.111 1.194 3.178  -0.19
C7 1.037 2.325 3.509  -0.17
C8 -0.353 1.621 3.775  -0.19
C9 -1.313 1.618 2.526  -0.18
C10 -1.562 0.197 1.912  -0.16
C11 -2.005 -0.908 2.937  -0.19
O1 -1.214 -2.096 2.647  -0.29
C12 -2.048 -3.194 2.257  -0.10
N3 2.607 -0.582 -0.150  -0.04
C13 3.058 0.174 -1.368  -0.21
C14 1.830 0.912 -2.015  -0.09
N4 3.509 -1.821 2.651  -0.46
S1 3.718 -1.576 4.377  0.80
P1 1.829 -2.369 2.401  0.70
N5 1.839 -3.762 1.617  -0.26
H1 8.260 -1.833 3.889  0.08
H2 7.161 -1.505 5.321  0.08
H3 8.561 -0.419 5.011  0.08
H4 7.478 0.617 3.112  0.11
H5 6.061 0.328 4.181  0.08
H6 5.982 -2.071 2.800  0.12
H7 7.041 -1.240 1.644  0.15
H8 5.402 0.393 1.132  0.18
H9 1.034 0.742 1.341  0.10
H10 2.249 2.030 1.178  0.13
H11 1.667 0.268 3.626  0.07
H12 3.105 1.451 3.606  0.10
H13 1.356 2.825 4.452  0.11
H14 0.985 3.066 2.675  0.11
H15 -0.243 0.610 4.225  0.09
H16 -0.852 2.250 4.558  0.11
H17 -0.855 2.256 1.728  0.11
H18 -2.295 2.044 2.842  0.12
H19 -0.710 -0.218 1.326  0.07
H20 -2.407 0.309 1.183  0.11
H21 -1.850 -0.643 4.006  0.11
H22 -3.086 -1.130 2.780  0.12
H23 -2.357 -3.783 3.154  0.09
H24 -2.919 -2.910 1.624  0.08
H25 -1.427 -3.891 1.636  0.09
H26 1.598 -0.719 -0.207  0.09
H27 3.886 0.864 -1.094  0.11
H28 3.446 -0.582 -2.088  0.11
H29 2.009 1.139 -3.094  0.08
H30 1.587 1.864 -1.483  0.07
H31 0.910 0.271 -1.995  0.08
H32 3.935 -0.239 4.627  -0.10
H33 1.250 -2.461 3.699  0.01
H34 1.020 -1.469 1.654  0.00
H35 1.298 -3.676 0.758  -0.04
C15 -6.345 -2.992 -2.884  0.09
C16 -6.318 -2.268 -1.762  -0.23
C17 -5.033 -1.932 -1.082  -0.32
O2 -5.049 -1.251 -0.070  0.09
C18 -3.795 -2.443 -1.665  0.05
C19 -3.820 -3.168 -2.783  -0.25
C20 -5.100 -3.483 -3.479  -0.31
O3 -5.074 -4.132 -4.506  0.12
O4 -2.688 -3.649 -3.333  0.10
O5 -7.448 -1.807 -1.193  0.11
H36 -7.268 -3.241 -3.388  0.14
H37 -2.873 -2.206 -1.153  0.13
H38 -2.973 -4.136 -4.127  0.12
H39 -7.159 -1.317 -0.403  0.11
C21 -1.877 1.910 -6.149  0.09
C22 -2.377 1.451 -5.000  -0.22
C23 -2.882 0.054 -4.866  -0.30
O6 -3.311 -0.325 -3.790  0.11
C24 -2.841 -0.808 -6.046  0.08
C25 -2.345 -0.352 -7.198  -0.22
C26 -1.815 1.038 -7.325  -0.30
O7 -1.355 1.403 -8.390  0.11
O8 -2.298 -1.124 -8.299  0.12
O9 -2.450 2.231 -3.900  0.10
H40 -1.505 2.926 -6.256  0.11
H41 -3.226 -1.814 -5.941  0.13
H42 -1.898 -0.567 -8.991  0.12
H43 -2.846 1.668 -3.211  0.11
C27 2.209 6.193 -8.437  0.08
C28 1.005 6.032 -7.883  -0.23
C29 0.427 4.676 -7.651  -0.29
O10 -0.669 4.579 -7.124  0.09
C30 1.208 3.514 -8.075  0.08
C31 2.410 3.675 -8.632  -0.22
C32 3.001 5.030 -8.839  -0.31
O11 4.107 5.128 -9.333  0.12
O12 3.148 2.623 -9.033  0.11
O13 0.256 7.086 -7.506  0.11
H44 2.640 7.170 -8.607  0.14
H45 0.771 2.539 -7.920  0.12
H46 3.967 3.005 -9.398  0.12
H47 -0.561 6.705 -7.137  0.12
C33 -3.881 -1.814 7.412  0.08
C34 -3.830 -1.078 8.526  -0.23
C35 -2.531 -0.744 9.183  -0.31
O14 -2.529 -0.057 10.184  0.13
C36 -1.303 -1.271 8.584  0.08
C37 -1.356 -2.009 7.473  -0.23
C38 -2.651 -2.319 6.803  -0.32
O15 -2.644 -2.980 5.782  0.10
O16 -0.242 -2.509 6.899  0.09
O17 -4.945 -0.603 9.108  0.12
H48 -4.815 -2.061 6.926  0.14
H49 -0.370 -1.038 9.078  0.14
H50 -0.554 -3.000 6.117  0.11
H51 -4.640 -0.107 9.889  0.12

As for the frontier orbital gap: 7.31 eV. As for the relative energy (zero: lowest compared OMol25 entry of this formula, charge and spin): 35.69 kcal per mole. For the LUMO energy, the calculation gives -0.1397 hartree. As for the multiplicity: 1. For the highest occupied orbital energy, the calculation gives -0.40837 Ha. Its total charge is +1.